# 1
Entry from the OMol25 dataset: 4 unconnected molecules or ions with the total composition C29H66F3N3O10P (ωB97M-V/def2-TZVPD).

DFT total energy: -73517.0699 eV
gap between HOMO and LUMO: 7.6 eV
spin multiplicity: 1
highest occupied orbital energy: -10.394 eV
total charge: +1

Each line ends with the Mulliken charge.
Atoms and positions in Å:
1 P 5.19 2.22 1.23  0.423
2 F 3.69 -2.37 1.24  -0.264
3 F 4.00 -2.36 -0.91  -0.225
4 F 2.05 -2.87 -0.10  -0.281
5 O 10.23 -2.46 1.09  -0.295
6 O -8.93 -0.46 -3.01  -0.447
7 O -8.91 -3.23 -4.30  -0.295
8 O 7.32 -1.52 1.11  -0.275
9 O 0.39 7.02 -1.81  -0.358
10 O -5.14 1.29 2.90  -0.236
11 O 7.65 -4.55 1.13  -0.318
12 O -2.12 0.94 2.58  -0.401
13 O -8.28 -2.60 -0.98  -0.352
14 O -3.78 -1.03 1.00  -0.205
15 N 1.31 1.05 1.17  0.093
16 N 3.85 0.25 0.04  0.078
17 N 5.44 1.67 2.67  -0.735
18 C -9.83 -1.18 -2.19  -0.316
19 C 1.39 4.85 -1.80  -0.598
20 C -3.01 1.79 1.86  -0.179
21 C -0.77 7.84 -1.76  -0.742
22 C -2.72 -1.36 1.88  -0.258
23 C 6.93 -5.31 2.08  -0.750
24 C -7.17 -2.42 -0.14  -0.699
25 C -9.28 -1.60 -0.85  -0.492
26 C 3.63 1.66 0.38  1.204
27 C -8.28 -2.06 -4.78  -0.590
28 C 7.39 -2.41 0.00  -0.426
29 C 2.51 1.92 1.40  -2.021
30 C -3.51 -1.25 -0.36  -0.767
31 C 6.84 -3.80 0.25  -0.310
32 C 2.14 2.39 -1.67  -0.647
33 C 1.72 -0.39 1.17  -0.945
34 C 2.69 -0.61 0.01  0.099
35 C -9.97 -3.70 -5.11  -0.780
36 C 0.11 5.66 -2.02  -0.766
37 C 3.46 2.52 -0.90  -1.431
38 C -5.77 1.38 4.16  -0.824
39 C 3.12 -2.07 0.06  0.624
40 C 8.21 -1.72 2.20  -0.413
41 C 9.67 -1.45 1.90  -0.618
42 C 1.06 3.43 -1.32  -0.743
43 C -7.87 -1.15 -3.65  -0.182
44 C -4.19 2.31 2.65  -0.715
45 C -2.58 -0.34 2.99  -0.437
46 C 11.18 -2.00 0.16  -0.778
47 H -2.52 -0.87 -0.64  0.338
48 H -7.24 -1.68 -2.93  0.042
49 H -8.94 -1.52 -5.46  0.347
50 H -10.64 -0.48 -1.99  0.399
51 H -6.54 2.16 4.17  0.324
52 H -4.26 -0.71 -0.93  0.202
53 H 1.98 4.80 -2.71  0.350
54 H -5.05 1.58 4.96  0.367
55 H 6.20 1.83 0.34  0.112
56 H 10.83 -1.11 -0.36  0.350
57 H -3.49 -0.27 3.57  0.122
58 H -1.64 7.35 -2.20  0.342
59 H -3.57 -2.32 -0.61  0.325
60 H 8.08 -2.70 2.65  0.150
61 H 2.36 2.53 -2.73  0.649
62 H -2.41 2.65 1.58  0.316
63 H 7.63 -5.61 2.85  0.260
64 H -6.82 -1.38 -0.16  0.264
65 H -10.55 -4.41 -4.51  0.234
66 H 7.90 -0.98 2.94  0.416
67 H 8.40 -2.46 -0.41  0.132
68 H 4.74 1.04 3.03  0.268
69 H -6.37 -3.05 -0.51  0.251
70 H 6.81 -4.32 -0.72  0.383
71 H -10.11 -2.00 -0.25  0.360
72 H 0.13 3.11 -1.81  0.571
73 H 0.79 1.30 0.33  0.388
74 H -3.83 2.75 3.59  0.373
75 H 0.67 1.17 1.97  0.230
76 H 6.75 -1.96 -0.76  0.436
77 H -1.80 -0.72 3.66  0.483
78 H 2.20 2.96 1.32  0.446
79 H -9.60 -4.21 -6.00  0.323
80 H -2.92 -2.33 2.34  0.401
81 H 5.13 3.62 1.13  0.116
82 H 4.27 2.21 -1.56  0.555
83 H -1.00 8.10 -0.72  0.261
84 H 6.49 -6.21 1.63  0.323
85 H -10.26 -2.04 -2.73  0.122
86 H 11.33 -2.79 -0.57  0.237
87 H 2.13 -0.52 -0.93  0.097
88 H 6.14 -4.72 2.54  0.308
89 H -0.57 8.76 -2.31  0.256
90 H -3.35 1.31 0.94  0.145
91 H 2.20 -0.59 2.13  0.335
92 H -8.88 -0.72 -0.34  0.299
93 H -0.29 5.47 -3.03  0.322
94 H -6.25 0.42 4.35  0.239
95 H -7.38 -2.35 -5.33  0.378
96 H 1.72 1.38 -1.60  0.113
97 H 1.95 5.38 -1.03  0.304
98 H -10.63 -2.88 -5.41  0.356
99 H 0.84 3.47 -0.25  0.184
100 H -7.26 -0.35 -4.10  0.396
101 H 3.65 3.57 -0.64  0.545
102 H 9.77 -0.47 1.42  0.327
103 H 12.14 -1.78 0.64  0.321
104 H -0.65 5.31 -1.30  0.387
105 H 2.82 1.76 2.43  0.788
106 H 10.20 -1.41 2.86  0.427
107 H -1.77 -1.44 1.33  0.022
108 H 4.61 -0.17 0.56  0.177
109 H 5.82 -3.72 0.63  0.092
110 H -7.39 -2.70 0.90  0.402
111 H 0.84 -1.02 1.05  0.417
112 H -4.66 3.11 2.06  0.389

***

# 2
Entry from the OMol25 dataset: a molecular structure, C5H9F2NO4 (ωB97M-V/def2-TZVPD).

DFT total energy: -20437.4302 eV
gap between HOMO and LUMO (spin up / spin down): 6.9 / 6.3 eV
spin multiplicity: 3
highest occupied orbital energy (spin up / spin down): -6.311 / -9.862 eV
total charge: 0

Each line ends with the Mulliken spin population.
Atoms and positions in Å:
1 F -1.79 -2.87 -0.42  0.054
2 F -2.19 -1.15 0.90  0.039
3 O 0.82 -2.49 -0.70  0.095
4 O -2.41 0.33 -1.02  0.435
5 O -1.61 -1.17 -2.42  0.394
6 O 0.73 -0.17 -0.46  0.094
7 N -1.87 -0.69 -1.34  0.342
8 C -0.11 2.10 -0.09  0.011
9 C 0.52 0.81 0.55  0.007
10 C -1.59 -1.52 -0.20  0.298
11 C 1.84 1.18 1.21  0.004
12 C 0.38 -1.40 -0.06  0.207
13 H 0.66 2.35 -0.84  -0.001
14 H 1.04 -2.29 -1.57  -0.002
15 H 2.56 1.47 0.49  0.001
16 H 2.25 0.23 1.56  -0.002
17 H -0.12 2.85 0.74  0.000
18 H -1.06 1.78 -0.61  0.001
19 H 1.84 1.89 2.05  0.001
20 H -0.22 0.30 1.23  -0.001
21 H 0.35 -1.53 1.01  0.023

***

Question: Among the records above, which one has the highest total charge?
Answer: C29H66F3N3O10P